No. 1
DFT (wB97M-V/def2-TZVPD) results for a gas-phase ion, C7H9N4 (charge +1).

Spin multiplicity = 3
Total charge = +1
Energy relative to the best compared isomer or geometry (same formula, charge and spin) = 382.5 kJ/mol
HOMO-LUMO gap (alpha / beta) = 6.3 / 6.9 eV
HOMO level (alpha / beta) = -9.7212 / -14.5521 eV

Last column: Mulliken spin population.
Geometry (Å):
C -3.8668 0.2265 0.4463  0.0049
C -2.1080 -1.2907 -0.6834  -0.0449
C -1.4022 0.5860 0.2463  0.6836
C -2.5242 -0.1448 0.0598  0.3497
C 1.6823 1.3347 -0.5820  0.0006
C 1.8242 0.0153 -1.2600  -0.0020
C 1.8434 -0.5393 1.3716  0.1742
N -4.9146 0.4564 0.8586  0.2585
N -0.7848 -1.3096 -0.7441  0.4397
N -0.3531 -0.1008 -0.2402  0.0961
N 1.0080 0.1374 -0.0856  -0.0005
H -2.6223 -2.2180 -0.9057  0.0039
H -1.3171 1.6400 0.6319  0.0181
H 2.3530 1.6444 0.1570  -0.0037
H 1.1842 2.1297 -1.0154  0.0018
H 1.2897 0.0675 -2.1241  0.0012
H 2.7023 -0.6130 -1.1164  -0.0030
H 1.4218 -1.4701 1.3963  0.0039
H 2.9288 -0.6908 1.3019  0.0094
H 1.6553 0.1391 2.2869  0.0085

Force components x, y, z for each atom (eV/Å):
C 2.745 -1.074 -0.532
C -0.141 -0.082 1.408
C 4.437 6.535 3.193
C -6.333 -3.674 -1.833
C 0.831 -1.295 0.721
C 2.189 0.634 1.622
C 0.329 3.162 0.756
N -0.854 0.325 0.184
N 0.194 -1.517 -0.840
N 1.766 1.422 -0.897
N -1.119 -1.684 2.584
H -0.241 0.421 -0.215
H -0.063 -1.416 -0.642
H 1.248 0.423 0.726
H -1.477 1.043 -1.025
H -1.265 -0.782 -2.444
H -0.292 0.244 -0.441
H -1.505 -2.193 0.317
H -0.251 0.593 -0.846
H -0.199 -1.085 -1.796

No. 2
DFT (wB97M-V/def2-TZVPD) results for a gas-phase ion, C7H9N4O2 (charge +1).

Total charge = +1
Structure (SMILES) = NC(O)(O)[n+]1[nH]nc2ccccc21
Energy relative to the best compared isomer or geometry (same formula, charge and spin) = 224.6 kJ/mol
HOMO-LUMO gap = 8.7 eV
HOMO level = -13.2869 eV

Last column: Löwdin charge in e.
Geometry (Å):
C 3.2742 0.1881 0.4196  -0.0382
C 2.4124 1.2063 0.7988  -0.0599
C 2.7597 -0.8713 -0.2395  0.0003
C 1.0444 1.2839 0.6923  0.0315
C 1.4169 -1.0187 -0.4189  -0.1814
C 0.6041 0.0517 0.1313  -0.0656
C -2.2020 0.1395 0.0750  -0.6962
N 0.6113 -1.9673 -0.9482  0.1856
N -0.6006 -1.6729 -0.6337  0.0667
N -0.7120 -0.4913 0.0370  0.1075
N -2.5274 0.7539 -1.2101  0.1636
O -2.9615 -0.8841 0.3687  0.1366
O -2.0593 1.1022 0.9684  0.1403
H 4.2399 0.3526 0.7748  0.1106
H 2.9406 2.0524 1.3096  0.1405
H 3.4213 -1.6916 -0.3785  0.1274
H 0.3686 1.9886 1.1980  0.1282
H -1.4293 -2.0337 -1.0480  0.1739
H -2.6880 -0.0165 -1.8930  0.1187
H -1.9396 1.5441 -1.4273  0.1114
H -3.6043 -0.8842 -0.3968  0.1684
H -2.3695 0.8682 1.8203  0.1301

Force components x, y, z for each atom (eV/Å):
C -2.058 0.334 -0.428
C 0.258 3.611 1.639
C 2.829 -1.766 0.242
C 0.058 -2.289 0.032
C -3.070 2.248 0.590
C -3.346 -1.384 -0.345
C 2.565 2.271 -2.256
N 0.353 -0.959 -0.026
N 1.882 2.808 1.041
N 1.247 0.051 -0.916
N -0.409 -2.518 1.403
O -2.391 -1.443 -1.364
O 0.333 1.719 -0.106
H 1.713 -0.525 -0.100
H -0.741 -0.648 -0.451
H 0.358 -0.688 -0.708
H 0.612 -0.257 -0.594
H -0.383 -1.012 -0.232
H 0.680 1.622 0.007
H -0.001 -0.161 -0.509
H 0.077 -0.460 1.599
H -0.565 -0.555 1.480